One molecule with the formula CH4N2 at a distorted geometry. Source: the OMol25 dataset; level of theory: the ωB97M-V functional and the def2-TZVPD basis.

Properties
- molecular weight (g/mol) = 44.1
- ΔE to the lowest compared entry with this formula, charge and spin (kcal/mol) = 46.3
- SMILES = [H]/N=C\N

```
! wB97M-V def2-TZVPD RIJCOSX def2/J DEFGRID3
* xyz 0 1
C 0.52346 -0.10796 0.33178
H -1.33083 -1.08590 0.23236
H -1.20087 0.13044 -0.98558
H 0.89362 -1.05992 0.75079
H 0.51274 1.56651 -0.20590
N -0.56990 -0.45995 -0.41315
N 1.17178 1.01677 0.28970
*
```

***

One molecule with the formula CH4N2O at a distorted geometry. Source: the OMol25 dataset; level of theory: the ωB97M-V functional and the def2-TZVPD basis.

Properties
- molecular weight (g/mol) = 60.1
- ΔE to the lowest compared entry with this formula, charge and spin (kcal/mol) = 18.6
- SMILES = NC(N)=O

```
! wB97M-V def2-TZVPD RIJCOSX def2/J DEFGRID3
* xyz 0 1
C -0.33773 -0.07058 0.15156
H 0.43162 1.18502 -1.12339
H -1.12437 1.51420 -0.58646
H 0.47367 -1.80643 0.66474
H 1.40248 -0.45430 0.57492
N -0.48496 0.81757 -0.85060
N 0.71882 -0.98378 0.01569
O -1.07954 -0.20171 1.15354
*
```

***

One molecule with the formula CH4N2O at a distorted geometry. Source: the OMol25 dataset; level of theory: the ωB97M-V functional and the def2-TZVPD basis.

Properties
- molecular weight (g/mol) = 60.1
- ΔE to the lowest compared entry with this formula, charge and spin (kcal/mol) = 119.8
- SMILES = [H]/N=[N+](/C)[O-]

```
! wB97M-V def2-TZVPD RIJCOSX def2/J DEFGRID3
* xyz 0 1
C -0.24277 -0.26519 0.50740
N 0.82162 0.75860 -1.45361
N 0.82292 0.23845 -0.32710
O 2.01530 -0.39026 0.30821
H -0.30788 -1.32055 0.49256
H -0.01973 -0.25551 1.59608
H -1.16986 0.25580 0.25091
H 1.75233 0.81641 -1.93088
*
```

***

One molecule with the formula CH4N2O at a distorted geometry. Source: the OMol25 dataset; level of theory: the ωB97M-V functional and the def2-TZVPD basis.

Properties
- molecular weight (g/mol) = 60.1
- ΔE to the lowest compared entry with this formula, charge and spin (kcal/mol) = 67.5
- SMILES = NNC=O

```
! wB97M-V def2-TZVPD RIJCOSX def2/J DEFGRID3
* xyz 0 1
C -0.13131 -1.07738 0.54299
H -0.79604 1.47219 -0.23972
H 0.75965 1.63889 0.35189
H 0.54668 -0.26253 -1.38026
H 0.14582 -1.99791 0.05437
N 0.09515 1.20386 -0.32550
N 0.07378 -0.05752 -0.57888
O -0.69374 -0.91959 1.57510
*
```

***

A 2-piece molecular cluster, CH4N2O overall at a distorted geometry. Source: the OMol25 dataset; level of theory: the ωB97M-V functional and the def2-TZVPD basis.

Properties
- molecular weight (g/mol) = 60.1
- ΔE to the lowest compared entry with this formula, charge and spin (kcal/mol) = 139.3

```
! wB97M-V def2-TZVPD RIJCOSX def2/J DEFGRID3
* xyz 0 1
C -0.99138 0.85793 -0.01621
N 0.77256 -1.04678 0.63469
N 0.69321 -0.25211 -0.38759
O 1.59375 -1.94507 0.62073
H -1.52253 0.49770 -0.84550
H -1.06927 0.46521 1.07769
H -0.53058 1.83732 0.21266
H 1.05424 -0.41419 -1.29648
*
```

***

One molecule with the formula CH4N2O at a distorted geometry. Source: the OMol25 dataset; level of theory: the ωB97M-V functional and the def2-TZVPD basis.

Properties
- molecular weight (g/mol) = 60.1
- ΔE to the lowest compared entry with this formula, charge and spin (kcal/mol) = 10.7
- SMILES = NC(N)=O

```
! wB97M-V def2-TZVPD RIJCOSX def2/J DEFGRID3
* xyz 0 1
C -0.01997 0.15357 -0.06054
H 1.19440 -1.70984 0.18200
H 1.93203 -0.09328 0.19806
H -2.00820 0.06234 0.26315
H -1.14005 -1.54421 -0.19117
N 1.08168 -0.66853 -0.02548
N -1.18446 -0.54280 0.01255
O 0.10764 1.35535 0.00021
*
```

***

no.,orbital gap (eV),electronic energy (a.u.)
1,10.52,-149.9694
2,10.41,-225.2624
3,9.56,-225.1012
4,10.36,-225.1844
5,8.65,-225.0700
6,10.76,-225.2749